# 1
DFT (ωB97M-V/def2-TZVPD) results for a 12-piece molecular cluster, BH28NO10 overall at a distorted geometry.

```
40
BH28NO10 | the Open Molecules 2025 dataset | ωB97M-V/def2-TZVPD
N 2.2875 0.0813 3.2208
H 1.7345 -0.5947 3.8758
H 2.7485 0.7933 3.8118
H 1.8195 0.4253 2.5088
H 3.0405 -0.3707 2.8568
B -0.2775 -0.5047 -0.1392
H -0.3275 -0.2267 -1.3482
H -1.2615 0.2893 0.4048
H -0.5425 -1.7057 0.1028
H 0.7505 -0.3337 0.1548
O 1.3295 2.7293 -0.9582
H 2.1145 2.5253 -0.4522
H 0.9235 1.8853 -1.2142
O -3.1695 -2.4477 -0.6552
H -3.8235 -1.7127 -0.5632
H -2.2745 -2.1817 -0.7092
O -3.6215 -0.6367 2.2918
H -3.4385 -1.5767 2.5858
H -3.1915 -0.3477 1.5308
O 3.0005 1.4693 0.2638
H 3.2745 0.6643 -0.0962
H 3.5935 2.2223 0.3038
O -1.6315 -0.2127 -3.9722
H -1.7405 0.6313 -4.1172
H -1.9485 -0.3207 -3.0502
O -0.1535 -1.5767 2.9788
H -0.6705 -0.7657 3.2318
H 0.2055 -1.6767 2.0498
O 0.2555 3.0423 1.8958
H 0.0295 2.5613 1.2348
H 1.1935 3.6403 1.6078
O 0.5915 -2.1817 -4.0582
H 0.0685 -2.8957 -3.5692
H 0.1335 -1.3777 -3.8822
O -3.0735 0.9833 -1.6762
H -2.9115 1.8173 -1.7572
H -2.2265 0.8963 -1.1592
O 2.5535 -0.9167 -1.5012
H 1.8085 -0.3377 -0.9112
H 2.8285 -1.7547 -1.1222
```

lowest unoccupied orbital energy	-0.0574	Eh
F_max	12.3	eV/A
gap between HOMO and LUMO	8.038	eV



# 2
DFT (ωB97M-V/def2-TZVPD) results for BH28O12 as an isolated structure at a distorted geometry.

```
41
BH28O12 | the Open Molecules 2025 dataset | ωB97M-V/def2-TZVPD
B 0.1261 0.2721 0.0240
H 1.1731 -0.1419 -0.2720
H -0.5619 0.5611 -1.0930
H -0.5859 -0.6789 0.5190
H 0.2861 1.1901 0.6410
O -3.6149 0.4951 -0.3270
H -3.7459 1.3911 -0.6480
H -2.6959 0.5771 -0.5790
O -1.0569 -1.2609 -3.9130
H -0.8329 -1.2069 -2.8880
H -1.4489 -0.4789 -4.2540
O -0.5119 -1.4709 -2.0130
H -1.3009 -1.7939 -1.7730
H -0.3429 -0.8469 -1.3540
O -1.7449 3.2511 1.5980
H -1.4499 2.3801 1.3450
H -1.0319 3.7321 2.0280
O -2.7299 -2.3799 -0.6800
H -3.3899 -1.8099 -0.4380
H -3.1419 -3.1799 -0.3600
O 4.2791 0.7181 -0.1350
H 3.4101 0.5011 0.0250
H 4.6371 0.3891 -1.0600
O -0.8609 -2.7819 2.9420
H -0.6019 -2.8169 1.9540
H -1.3509 -1.7989 2.8810
O 2.5121 -1.8129 -1.8380
H 1.6941 -1.4189 -2.0650
H 2.3021 -2.2449 -1.0320
O -1.5469 -0.5159 3.2960
H -1.2639 0.3831 3.9300
H -1.3379 -0.2889 2.3700
O 1.7401 -0.6979 2.8330
H 1.2071 -0.5649 2.0610
H 1.5521 0.0671 3.4700
O 2.3401 3.1911 0.6720
H 2.9711 2.7911 1.3440
H 1.4861 2.7271 0.8610
O 2.0791 1.7181 -2.9310
H 1.6421 1.2571 -2.2680
H 1.7131 2.5971 -2.8750
```

lowest unoccupied orbital energy	0.0774	Eh
charge	-1
F_max	10.7	eV/A
gap between HOMO and LUMO	8.222	eV



# 3
DFT (ωB97M-V/def2-TZVPD) results for BH3IO3PSr as an isolated structure.

```
10
BH3IO3PSr | the Open Molecules 2025 dataset | ωB97M-V/def2-TZVPD
O 0.1798 -0.2330 1.5157
P 0.2717 -0.0169 0.0077
O 0.8854 -1.3444 -0.5809
O 1.2373 1.1864 -0.3065
B -1.4630 0.4044 -0.7666
I -3.1221 -0.1110 0.3331
H 1.0276 -1.4115 -1.5363
H 2.1538 1.0148 -0.5624
H -1.5350 0.9650 -1.7997
Sr 0.2928 -0.3715 3.6996
```

lowest unoccupied orbital energy	-0.3283	Eh
charge	+2
F_max	0.3	eV/A
gap between HOMO and LUMO	7.482	eV



# 4
DFT (ωB97M-V/def2-TZVPD) results for Ba3ClO4 as an isolated structure at a distorted geometry.

```
8
Ba3ClO4 | the Open Molecules 2025 dataset | ωB97M-V/def2-TZVPD
Ba 1.6194 -0.6379 -3.8539
Ba -2.8761 3.1433 0.6124
Ba 2.6325 -0.5487 3.2303
Cl -0.2532 -0.3842 0.0152
O 0.4700 -0.1879 -1.2991
O 0.6645 -0.4636 1.1132
O -1.2469 0.6980 0.2365
O -1.0102 -1.6191 -0.0546
```

lowest unoccupied orbital energy	-0.5590	Eh
charge	+5
F_max	5.6	eV/A
gap between HOMO and LUMO	10.442	eV



# 5
DFT (ωB97M-V/def2-TZVPD) results for BaF24P4 as an isolated structure at a distorted geometry.

```
29
BaF24P4 | the Open Molecules 2025 dataset | ωB97M-V/def2-TZVPD
Ba -18.7837 23.8978 8.9096
P -19.2326 27.3689 7.8028
F -19.5316 27.0399 9.3791
F -17.8937 28.1500 8.2765
F -18.2653 26.0497 7.5799
F -19.0010 27.6374 6.1872
F -20.5147 26.3752 7.4256
F -20.2393 28.6499 7.9287
P -18.4481 20.7068 10.5963
F -17.7839 19.2783 10.1673
F -18.8605 21.2872 9.1461
F -19.9515 20.1980 10.8012
F -18.8939 22.1698 11.2310
F -17.9139 20.4074 12.1370
F -16.9898 21.4880 10.2556
P -20.7615 25.0774 12.5284
F -19.4775 25.9986 12.2330
F -20.5713 24.4430 10.9959
F -19.7666 23.8959 13.2050
F -22.0667 24.2034 12.8485
F -20.7787 25.8659 13.9596
F -21.7557 26.2695 11.9090
P -15.7076 24.9852 10.6342
F -14.5598 23.8793 11.1130
F -16.8575 23.9076 11.0946
F -15.7237 25.7724 12.0826
F -16.9442 25.9166 9.9578
F -14.6436 26.0466 10.0152
F -15.6388 24.0824 9.2084
```

spin multiplicity	2
lowest unoccupied orbital energy (spin up / spin down)	0.0532 / -0.2524	Eh
charge	-1
F_max	5.4	eV/A
gap between HOMO and LUMO (spin up / spin down)	11.198 / 2.882	eV



# 6
DFT (ωB97M-V/def2-TZVPD) results for BaH16O8 as an isolated structure at a distorted geometry.

```
25
BaH16O8 | the Open Molecules 2025 dataset | ωB97M-V/def2-TZVPD
Ba -0.2677 0.0370 -0.1368
O 1.3837 -0.1279 -1.2141
H 1.2331 0.4175 -1.9861
H 2.3362 -0.1625 -1.1268
O -0.9574 0.8729 1.5754
H -0.9674 1.8251 1.4778
H -1.3090 0.7178 2.4520
O -1.4248 -1.2283 0.6100
H -1.3426 -2.1668 0.7790
H -1.8922 -0.8872 1.3725
O 0.1466 -1.9668 -0.6670
H 0.1864 -2.5796 0.0672
H 0.9918 -2.0627 -1.1058
O -0.5444 1.8789 -0.6138
H -0.0350 2.6125 -0.2695
H -1.1247 2.2740 -1.2645
O 0.6404 -1.1105 1.2492
H 0.5171 -2.0586 1.2943
H 0.7792 -0.8430 2.1578
O -0.6628 -0.0734 -1.9915
H 0.0958 -0.0721 -2.5752
H -1.4155 0.0175 -2.5759
O 1.0309 1.2722 0.6408
H 0.8701 1.5765 1.5340
H 1.7324 1.8375 0.3173
```

lowest unoccupied orbital energy	-0.2613	Eh
charge	+2
F_max	16.2	eV/A
gap between HOMO and LUMO	7.106	eV



# 7
DFT (ωB97M-V/def2-TZVPD) results for BeH6O7S as an isolated structure at a distorted geometry.

```
15
BeH6O7S | the Open Molecules 2025 dataset | ωB97M-V/def2-TZVPD
Be 0.0851 -0.4611 0.4264
S 0.3185 1.7705 -1.4845
O -0.4262 2.8956 -0.8969
O -0.2339 1.5636 -2.7876
O 1.7183 2.0942 -1.6044
O 0.2092 0.6095 -0.5895
O 1.3684 -0.6647 1.4054
H 1.1660 -0.2236 2.2588
H 2.1464 -0.2694 0.9542
O -1.2357 -0.2687 1.4774
H -1.7154 0.5529 1.3034
H -1.8906 -0.9689 1.6748
O -0.3234 -2.0083 -0.4331
H -1.0417 -2.6714 -0.2938
H -0.1449 -1.9502 -1.4107
```

lowest unoccupied orbital energy	-0.0608	Eh
F_max	8.7	eV/A
gap between HOMO and LUMO	5.146	eV



# 8
DFT (ωB97M-V/def2-TZVPD) results for a 2-piece molecular cluster, Br2ClHNP overall at a distorted geometry.

```
6
Br2ClHNP | the Open Molecules 2025 dataset | ωB97M-V/def2-TZVPD
H -2.6102 0.4077 -0.3887
N -1.7316 0.7298 -0.1125
P -0.2895 0.7101 -0.6453
Br 0.7282 2.2827 0.4618
Cl 1.6153 -2.9064 0.8816
Br 2.2878 -1.2239 -0.1968
```

lowest unoccupied orbital energy	-0.0464	Eh
F_max	2.6	eV/A
structure (SMILES)	[H]/N=P/Br.ClBr
gap between HOMO and LUMO	8.081	eV



# 9
DFT (ωB97M-V/def2-TZVPD) results for a 2-piece molecular cluster, Br2H2O2P overall at a distorted geometry.

```
7
Br2H2O2P | the Open Molecules 2025 dataset | ωB97M-V/def2-TZVPD
O -0.5204 -0.1285 1.1631
O 0.1457 0.3395 -1.1101
P 0.2107 -0.8530 -0.0448
Br 2.4478 2.2322 -0.6052
Br -1.4329 -2.4450 -0.7550
H -0.5444 -0.2886 2.0847
H -0.3065 1.1434 -0.7327
```

lowest unoccupied orbital energy (spin up / spin down)	-0.2643 / -0.3500	Eh
charge	+1
F_max	2.9	eV/A
gap between HOMO and LUMO (spin up / spin down)	7.185 / 5.261	eV



# 10
DFT (ωB97M-V/def2-TZVPD) results for Br2H2O2Si as an isolated structure at a distorted geometry.

```
7
Br2H2O2Si | the Open Molecules 2025 dataset | ωB97M-V/def2-TZVPD
O 0.1768 -0.0002 1.0701
O -0.9283 0.0402 -1.7838
Si -1.5713 -0.0163 -0.3291
Br -2.8912 -1.6974 0.1760
Br -2.3988 1.9664 0.1368
H -0.2781 -0.4014 1.8984
H -0.3302 0.4908 -2.3828
```

lowest unoccupied orbital energy	-0.0091	Eh
F_max	4.9	eV/A
gap between HOMO and LUMO	9.904	eV



# 11
DFT (ωB97M-V/def2-TZVPD) results for a 2-piece molecular cluster, Br2H4Si2 overall at a distorted geometry.

```
8
Br2H4Si2 | the Open Molecules 2025 dataset | ωB97M-V/def2-TZVPD
Si -0.4939 -0.1958 0.8556
Si 0.5343 -0.0724 -1.1507
Br -1.6585 -2.1970 0.8565
Br 1.7420 2.0733 0.7740
H -1.6647 0.9695 0.8191
H 0.3960 -0.5435 2.0204
H 0.2721 1.0226 -2.0468
H 0.8728 -1.0567 -2.1281
```

lowest unoccupied orbital energy	-0.0912	Eh
F_max	2.4	eV/A
gap between HOMO and LUMO	7.172	eV



# 12
DFT (ωB97M-V/def2-TZVPD) results for a 2-piece molecular cluster, Br2S2 overall at a distorted geometry.

```
4
Br2S2 | the Open Molecules 2025 dataset | ωB97M-V/def2-TZVPD
S -2.9537 1.4909 -0.9552
S 1.8669 -0.2640 1.0415
Br -2.4065 -0.3406 -0.0413
Br 3.4933 -0.8862 -0.0450
```

lowest unoccupied orbital energy (spin up / spin down)	-0.0941 / -0.0908	Eh
F_max	1.6	eV/A
gap between HOMO and LUMO (spin up / spin down)	6.578 / 6.538	eV



# 13
DFT (ωB97M-V/def2-TZVPD) results for a 2-piece molecular cluster, Br3H2PSi overall at a distorted geometry.

```
7
Br3H2PSi | the Open Molecules 2025 dataset | ωB97M-V/def2-TZVPD
Si -2.0571 -0.7433 -0.5652
P 3.6123 1.8911 0.1082
Br -3.6372 -1.2910 -1.9551
Br -1.2768 -2.7570 0.2715
Br -2.9080 0.4116 1.2006
H 3.8547 0.5762 0.0927
H 2.4121 1.9123 0.8473
```

lowest unoccupied orbital energy (spin up / spin down)	-0.0962 / -0.0484	Eh
F_max	2.5	eV/A
gap between HOMO and LUMO (spin up / spin down)	6.475 / 7.748	eV



# 14
DFT (ωB97M-V/def2-TZVPD) results for Br4Hf as an isolated structure at a distorted geometry.

```
5
Br4Hf | the Open Molecules 2025 dataset | ωB97M-V/def2-TZVPD
Hf 0.1372 -0.3615 -0.2805
Br -0.4419 -2.6261 1.0695
Br 1.0607 1.1070 -2.4411
Br 1.4611 0.9055 1.6974
Br -2.2172 0.9751 -0.0453
```

lowest unoccupied orbital energy	-0.0804	Eh
F_max	3.6	eV/A
gap between HOMO and LUMO	8.492	eV



# 15
DFT (ωB97M-V/def2-TZVPD) results for one molecule with the formula Br5HOSi2 at a distorted geometry.

```
9
Br5HOSi2 | the Open Molecules 2025 dataset | ωB97M-V/def2-TZVPD
Br 0.5089 0.2320 2.8101
Si -1.0155 0.0559 1.2197
Br -1.9793 -1.8475 1.0849
O -0.4014 0.5078 -0.2173
Si 0.8676 0.1343 -1.2357
Br 1.8003 -1.8223 -0.6140
Br -0.0152 -0.0498 -3.2024
Br 2.3533 1.7728 -1.1413
H -2.1189 1.0167 1.2959
```

lowest unoccupied orbital energy	0.0021	Eh
F_max	2.1	eV/A
structure (SMILES)	Br[SiH](Br)O[Si](Br)(Br)Br
gap between HOMO and LUMO	10.944	eV



# 16
DFT (ωB97M-V/def2-TZVPD) results for BrCdH4O2 as an isolated structure.

```
8
BrCdH4O2 | the Open Molecules 2025 dataset | ωB97M-V/def2-TZVPD
Cd -9.4068 -11.3296 -20.5475
Br -11.0827 -9.7884 -21.4829
O -14.1087 -11.1004 -20.5477
H -14.7622 -11.2291 -21.2351
H -13.3458 -10.7467 -21.0049
O -11.8780 -6.3792 -21.9123
H -11.5932 -7.2508 -21.6377
H -11.3010 -5.7785 -21.4406
```

spin multiplicity	2
lowest unoccupied orbital energy (spin up / spin down)	0.0033 / -0.0930	Eh
F_max	0.5	eV/A
gap between HOMO and LUMO (spin up / spin down)	8.877 / 8.145	eV



# 17
DFT (ωB97M-V/def2-TZVPD) results for one molecule with the formula BrClH3N2P at a distorted geometry.

```
8
BrClH3N2P | the Open Molecules 2025 dataset | ωB97M-V/def2-TZVPD
N 0.4636 0.3465 1.5584
P -0.3112 -0.1991 0.2283
N 0.6148 0.3101 -1.0535
Cl -0.5965 -2.0906 -0.2707
Br -2.4285 0.5997 -0.0651
H 0.2561 -0.1427 2.4596
H 1.0895 1.2766 -1.0067
H 0.9123 -0.1005 -1.8503
```

lowest unoccupied orbital energy	0.0039	Eh
F_max	5.4	eV/A
structure (SMILES)	N=[P@@](N)(Cl)Br
gap between HOMO and LUMO	9.391	eV



# 18
DFT (ωB97M-V/def2-TZVPD) results for BrClHIN2 as an isolated structure at a distorted geometry.

```
6
BrClHIN2 | the Open Molecules 2025 dataset | ωB97M-V/def2-TZVPD
N -0.6554 0.3794 -0.2134
N -1.8225 -0.0410 -0.1155
Cl -0.6850 2.0955 -0.3033
Br 3.1913 -0.2378 0.0998
I -1.8083 -2.0650 -0.0241
H 1.7799 -0.1311 0.5565
```

lowest unoccupied orbital energy	-0.0320	Eh
F_max	2.4	eV/A
gap between HOMO and LUMO	9.541	eV